Below is a 9-piece molecular cluster, C30H43F4NO26P overall, with properties calculated with ωB97M-V/def2-TZVPD.

The geometry in XYZ format:
```
105
Properties=species:S:1:pos:R:3
O 3.249 2.492 0.469
P 3.689 1.529 -0.565
C 3.171 -0.216 -0.151
C 2.308 -0.221 1.113
N 0.946 -0.803 0.857
C 0.319 -0.454 -0.458
C -0.350 0.914 -0.411
F 0.585 1.886 -0.310
F -1.009 1.095 -1.575
C -1.350 1.028 0.780
F -0.709 1.677 1.782
F -2.446 1.706 0.427
C 1.324 -0.546 -1.623
O 2.624 -0.940 -1.231
H 5.088 1.453 -0.672
H 3.229 1.792 -1.868
H 4.092 -0.733 0.096
H 2.200 0.763 1.558
H 2.767 -0.859 1.857
H 0.329 -0.588 1.643
H 1.048 -1.823 0.856
H -0.474 -1.174 -0.636
H -1.622 0.038 1.152
H 0.962 -1.299 -2.298
H 1.322 0.387 -2.180
C -1.080 1.243 -6.550
C -2.278 0.328 -6.390
O -1.706 -0.794 -5.692
C -0.608 -0.374 -5.051
O 0.005 -1.026 -4.256
O -0.272 0.874 -5.415
H -1.328 2.299 -6.507
H -0.513 1.041 -7.458
H -3.059 0.762 -5.765
H -2.709 0.004 -7.331
C -0.342 0.308 4.950
C -1.227 -0.144 6.090
O -1.970 -1.215 5.475
C -1.267 -1.685 4.425
O -1.533 -2.660 3.798
O -0.209 -0.882 4.161
H 0.634 0.655 5.278
H -0.811 1.076 4.331
H -0.652 -0.543 6.926
H -1.902 0.625 6.452
C 0.623 -3.559 8.800
C 1.298 -4.624 7.959
O 1.594 -3.909 6.750
C 1.658 -2.594 7.039
O 2.045 -1.754 6.288
O 1.218 -2.355 8.293
H 0.817 -3.655 9.864
H -0.454 -3.515 8.632
H 2.235 -4.972 8.396
H 0.662 -5.478 7.745
C -2.711 5.109 -0.932
C -2.504 5.928 0.327
O -3.520 6.928 0.205
C -4.504 6.446 -0.601
O -5.552 6.967 -0.768
O -4.105 5.290 -1.188
H -2.484 4.055 -0.802
H -2.145 5.499 -1.781
H -2.684 5.352 1.236
H -1.522 6.391 0.386
C 3.049 -1.265 -5.656
C 3.599 -2.641 -5.980
O 4.038 -2.479 -7.329
C 4.282 -1.163 -7.550
O 4.809 -0.722 -8.512
O 3.826 -0.420 -6.506
H 3.182 -0.979 -4.615
H 1.998 -1.165 -5.921
H 4.458 -2.905 -5.359
H 2.854 -3.430 -5.917
C -2.273 10.826 0.280
C -2.342 10.027 -1.005
O -1.204 10.507 -1.726
C -0.310 11.003 -0.834
O 0.802 11.316 -1.094
O -0.868 11.078 0.399
H -2.635 10.283 1.148
H -2.798 11.780 0.207
H -2.224 8.956 -0.834
H -3.252 10.198 -1.573
C 2.400 -5.811 -0.218
C 2.632 -4.871 0.953
O 1.721 -3.794 0.637
C 0.753 -4.275 -0.172
O -0.220 -3.642 -0.458
O 1.040 -5.504 -0.590
H 2.488 -6.861 0.043
H 3.045 -5.592 -1.068
H 2.335 -5.304 1.907
H 3.650 -4.502 1.023
C -3.530 -6.159 -0.102
C -2.067 -6.018 0.268
O -1.701 -7.366 0.580
C -2.556 -8.202 -0.065
O -2.416 -9.374 -0.150
O -3.585 -7.499 -0.600
H -3.853 -5.458 -0.866
H -4.191 -6.076 0.763
H -1.464 -5.675 -0.566
H -1.902 -5.373 1.128
```

## Properties
calculated total energy	-3920.61197	Eh
max |F|	0.87	eV/A
charge	+1



Below is C30H43GeN5O3SSiSr as an isolated structure, with properties calculated with ωB97M-V/def2-TZVPD.

The geometry in XYZ format:
```
85
Properties=species:S:1:pos:R:3
Sr -1.923 0.036 1.441
N -0.165 0.050 6.793
C -0.363 -0.145 5.381
S -0.168 -1.858 4.937
N -0.547 0.880 4.627
N -0.581 0.845 3.292
C -0.863 2.166 2.789
C -0.379 2.786 1.649
C -0.398 4.227 1.551
C 0.495 4.883 0.681
C 1.027 4.259 -0.413
C 0.376 2.943 -0.651
N 0.276 2.134 0.580
H -0.946 -0.336 7.317
H -0.142 1.053 6.948
H -1.223 2.851 3.551
H -0.735 4.751 2.439
H 0.781 5.908 0.921
H 1.804 4.668 -1.042
H -0.688 3.139 -0.945
N 1.352 -3.639 -1.173
C 0.209 -3.172 -0.373
C -1.103 -3.635 -0.991
C -2.365 -3.075 -0.323
O -3.470 -3.487 -0.684
O -2.163 -2.157 0.545
H 2.198 -3.211 -0.809
H 1.259 -3.257 -2.110
H 0.194 -2.085 -0.264
H 0.311 -3.589 0.632
H -1.178 -4.724 -0.992
H -1.138 -3.329 -2.043
C -1.550 1.696 -3.148
C -0.254 0.878 -3.087
C 0.250 0.691 -4.525
C -0.604 -0.498 -2.515
Si 1.055 1.755 -1.954
O -0.303 0.915 0.131
C 2.337 0.471 -1.391
C 3.042 -0.295 -2.326
C 3.969 -1.258 -1.943
C 4.212 -1.481 -0.596
C 3.521 -0.738 0.352
C 2.596 0.225 -0.037
C 1.997 2.898 -3.181
C 3.326 2.745 -3.572
C 3.936 3.619 -4.468
C 3.225 4.686 -4.995
C 1.907 4.881 -4.601
C 1.314 4.004 -3.705
H -2.267 1.196 -3.813
H -1.392 2.707 -3.533
H -2.002 1.785 -2.160
H -0.509 0.154 -5.110
H 1.166 0.097 -4.565
H 0.449 1.642 -5.023
H -1.404 -0.965 -3.104
H -0.937 -0.360 -1.489
H 0.259 -1.167 -2.509
H 2.873 -0.139 -3.386
H 4.493 -1.836 -2.697
H 4.930 -2.233 -0.286
H 3.689 -0.911 1.409
H 2.056 0.790 0.712
H 3.913 1.931 -3.163
H 4.973 3.467 -4.746
H 3.697 5.370 -5.692
H 1.345 5.727 -4.980
H 0.297 4.203 -3.381
C -4.469 -2.440 2.865
Ge -2.928 -3.238 3.777
C -3.384 -3.526 5.665
C -2.466 -4.945 2.944
C -1.443 -1.952 3.653
H -5.376 -3.020 3.050
H -4.283 -2.424 1.790
H -4.647 -1.425 3.231
H -4.282 -4.141 5.755
H -3.567 -2.566 6.152
H -2.564 -4.015 6.191
H -3.235 -5.695 3.139
H -1.514 -5.315 3.328
H -2.388 -4.807 1.866
H -1.881 -0.956 3.707
H -0.927 -2.071 2.701
```

## Properties
calculated total energy	-4463.75829	Eh
max |F|	0.44	eV/A
charge	-2



Below is C30H43N4O8PrSSi2Te as an isolated structure, with properties calculated with ωB97M-V/def2-TZVPD.

The geometry in XYZ format:
```
90
Properties=species:S:1:pos:R:3
Pr -1.642 -1.335 -1.460
O 2.585 -2.844 -0.908
C 1.226 -2.938 -1.001
O 0.492 -2.181 -0.337
C 0.788 -3.717 -2.228
O -0.658 -3.471 -2.305
C -1.609 -4.555 -2.345
C -3.006 -4.195 -1.862
O -3.868 -5.087 -2.000
O -3.158 -2.962 -1.378
H 2.983 -3.715 -1.061
H 0.976 -4.848 -2.287
H 1.297 -3.256 -3.096
H -1.301 -5.414 -1.694
H -1.620 -4.914 -3.377
O -2.308 0.123 3.069
C -2.610 1.408 2.792
C -3.008 2.151 3.900
C -3.220 3.519 3.781
C -3.191 4.133 2.511
C -2.703 3.404 1.428
C -2.413 2.030 1.600
C -1.886 1.260 0.432
O -1.889 -0.017 0.601
N -1.506 1.926 -0.643
N -1.179 1.210 -1.724
C -0.817 1.978 -2.741
C -0.512 1.480 -4.039
C -0.276 2.504 -5.009
C -0.538 2.316 -6.330
C -1.104 1.069 -6.801
C -1.270 0.024 -5.935
C -1.019 0.234 -4.479
O -1.361 -0.726 -3.685
H -2.061 -0.299 2.180
H -3.079 1.629 4.853
H -3.400 4.104 4.686
H -3.503 5.178 2.520
H -2.627 3.828 0.438
H -0.763 3.080 -2.565
H 0.286 3.377 -4.636
H -0.443 3.156 -7.005
H -1.398 1.005 -7.816
H -1.605 -0.963 -6.237
C 3.953 -1.707 4.519
Si 2.640 -0.492 4.872
C 2.534 0.227 6.603
C 1.002 -1.242 4.440
C 3.117 1.100 3.889
Te 2.762 0.992 1.798
C 4.548 -0.193 1.134
Si 5.739 0.390 -0.217
C 6.182 2.185 -0.040
C 4.912 0.114 -1.924
C 7.257 -0.675 -0.033
H 3.908 -2.579 5.218
H 4.972 -1.274 4.625
H 3.852 -2.079 3.460
H 3.307 0.984 6.839
H 2.478 -0.659 7.259
H 1.481 0.670 6.712
H 0.977 -2.250 4.936
H 1.003 -1.261 3.355
H 0.047 -0.768 4.730
H 4.123 1.482 4.094
H 2.360 1.757 4.203
H 4.044 -1.041 0.660
H 4.945 -0.410 2.153
H 5.370 2.879 -0.388
H 7.127 2.411 -0.598
H 6.488 2.414 1.008
H 4.943 1.091 -2.364
H 3.883 -0.150 -1.751
H 5.450 -0.664 -2.516
H 7.567 -0.596 1.022
H 8.112 -0.105 -0.513
H 7.256 -1.705 -0.356
C -6.652 1.701 -2.123
N -6.391 0.540 -1.348
C -6.930 0.101 -0.147
C -6.318 -0.990 0.253
N -5.349 -1.342 -0.668
C -5.242 -0.286 -1.577
S -4.155 -0.049 -2.764
H -6.710 1.559 -3.221
H -5.835 2.398 -1.924
H -7.673 2.094 -1.813
H -7.803 0.520 0.307
H -6.574 -1.597 1.159
H -4.786 -2.189 -0.770
```

## Properties
calculated total energy	-3752.23619	Eh
max |F|	3.95	eV/A
2S+1	3